--- w ---
Density functional theory data (ωB97M-V with the def2-TZVPD basis set) for a cluster of 2 separate species, C7H14O in total.

Its frontier orbital gap (alpha / beta) is 10.17 / 5.58 eV. The spin multiplicity is 2. The total charge is +1.

The geometry in XYZ format:
```
22
C7H14O (ωB97M-V with the def2-TZVPD basis set)
C -0.2380 2.9868 -0.1417
C -0.0614 1.5501 -0.6249
C -0.9411 0.8162 -1.2920
C 1.3244 1.0155 -0.2747
C 1.3194 -0.0323 0.7646
C 0.8713 -1.3029 0.5591
C 0.8568 -2.3715 1.5818
H -0.3835 3.0288 0.9448
H 0.6743 3.4925 -0.4523
H -1.1682 3.4500 -0.4626
H -1.9135 1.0583 -1.6828
H -0.5567 -0.1653 -1.5762
H 2.0195 1.8096 -0.0269
H 1.7195 0.6092 -1.2074
H 1.2677 0.3077 1.8011
H 0.4724 -1.6386 -0.3922
H 0.1735 -3.1955 1.3433
H 0.4071 -2.0562 2.5317
H 1.8569 -2.8064 1.7024
H -2.7695 -1.3003 -0.3411
H -2.1647 -2.6473 0.0575
O -2.2145 -2.0284 -0.6720
```

=====

--- x ---
Density functional theory data (ωB97M-V with the def2-TZVPD basis set) for the ion C7H14O with charge +1.

Its frontier orbital gap (alpha / beta) is 9.24 / 5.74 eV. The spin multiplicity is 2. The total charge is +1.

The geometry in XYZ format:
```
22
C7H14O (ωB97M-V with the def2-TZVPD basis set)
C -1.9962 -0.1500 0.4384
O -2.8897 0.1542 -0.6190
C -1.2931 -1.4180 -0.0130
C 0.1463 -1.4779 0.4488
C 0.9781 -0.3906 -0.1405
C 1.1768 -0.3375 -1.5130
C 1.6315 0.5883 0.7564
C 1.2830 2.0311 0.2748
H -1.2603 0.6797 0.6166
H -2.6262 -0.3402 1.3171
H -3.1179 1.0888 -0.6901
H -1.9421 -2.2883 0.0989
H -1.3283 -1.6209 -1.1018
H 0.2252 -1.4801 1.5315
H 0.7555 -2.3818 0.1565
H 1.7056 0.3589 -2.1425
H 0.9375 -1.1524 -2.2026
H 1.3528 0.4341 1.7872
H 2.7124 0.5323 0.6243
H 1.4185 2.7566 1.0736
H 0.2602 2.1189 -0.0967
H 1.8705 2.2948 -0.6050
```

=====

Of them, w has the highest stability.

=====

--- w ---
Density functional theory data (ωB97M-V with the def2-TZVPD basis set) for a cluster of 2 separate species, C5H14NO2P in total.

Its frontier orbital gap (alpha / beta) is 8.70 / 5.77 eV. The spin multiplicity is 1.

The geometry in XYZ format:
```
23
C5H14NO2P (ωB97M-V with the def2-TZVPD basis set)
C 1.3871 -1.9091 2.7251
C -2.8282 0.9830 -1.6372
C 1.8070 1.0626 -1.0786
C 2.0920 -0.6376 2.4049
C -1.8603 1.8063 -2.4950
N 0.0206 0.9240 1.2450
O 2.1628 -0.4124 0.9601
O -0.7766 1.2104 -2.8126
P 0.8864 0.1577 0.1810
H 1.8914 -2.7540 2.1717
H 1.4768 -1.9143 3.8393
H 0.3850 -1.6983 2.3944
H -3.4361 0.2605 -2.1579
H -2.1943 0.5313 -0.9032
H -3.5467 1.5874 -1.0231
H 2.1080 1.9502 -0.5379
H 2.6257 0.5999 -1.4338
H 1.1933 1.1947 -1.9718
H 3.1402 -0.8539 2.7424
H 1.5114 0.2312 2.7823
H -1.5736 2.7023 -1.8762
H -2.4717 2.4329 -3.3193
H -0.8974 0.9304 0.7834
```

=====

--- x ---
Density functional theory data (ωB97M-V with the def2-TZVPD basis set) for a cluster of 2 separate species, C5H14NO2P in total.

Its frontier orbital gap (alpha / beta) is 6.18 / 7.99 eV. The spin multiplicity is 1.

The geometry in XYZ format:
```
23
C5H14NO2P (ωB97M-V with the def2-TZVPD basis set)
C -0.1783 -1.6972 0.3560
C 1.8633 -0.2655 1.4812
C 1.0111 0.3241 -1.4036
C 0.4282 -0.3445 0.9039
C 0.1445 0.5799 -0.2312
N -0.2066 1.8965 0.0754
O -3.7973 0.0754 0.6289
O -2.6623 1.6637 -1.1874
P -3.1558 0.0423 -0.9153
H -1.2222 -1.5341 0.2657
H -0.0487 -2.6952 1.1018
H 0.1682 -1.9731 -0.6422
H 1.6454 -0.6179 2.5273
H 2.5434 -0.9293 0.8494
H 2.1969 0.8158 1.3791
H 1.9579 0.8583 -1.3967
H 0.5675 0.5196 -2.3423
H 1.4033 -0.7283 -1.1405
H -0.3242 -0.0586 1.6633
H -1.0087 1.7886 0.5338
H -3.3545 0.7555 1.1748
H -0.2577 2.4040 -0.8066
H -3.2750 2.0944 -1.8550
```

=====

Of them, x has the highest stability.

=====

--- w ---
Density functional theory data (ωB97M-V with the def2-TZVPD basis set) for the ion CHN2O4 with charge -1.

Its frontier orbital gap is 8.63 eV. The spin multiplicity is 1. The total charge is -1.

The geometry in XYZ format:
```
8
CHN2O4 (ωB97M-V with the def2-TZVPD basis set)
O -2.6191 1.9672 0.7608
C -1.4952 2.3110 0.4466
O -0.9019 3.3517 0.2825
N -0.5896 1.0690 0.3214
N -0.4990 0.7318 -0.8279
O -0.8995 1.1744 -1.8623
O 0.3051 -0.4583 -0.8968
H 0.5289 -0.7536 0.0669
```

=====

--- x ---
Density functional theory data (ωB97M-V with the def2-TZVPD basis set) for a cluster of 2 separate species, CHN2O4 in total.

Its frontier orbital gap is 7.63 eV. The spin multiplicity is 1. The total charge is -1.

The geometry in XYZ format:
```
8
CHN2O4 (ωB97M-V with the def2-TZVPD basis set)
C -2.3460 0.1537 0.0517
N 2.1835 -0.6295 -0.3099
N 1.0898 -0.0942 0.0849
O -2.6598 -0.0258 -1.0307
O 0.0686 -0.6423 -0.3987
O -2.2502 0.3602 1.1535
O 0.8628 0.9639 0.6981
H 3.0514 -0.0859 -0.2488
```

=====

Of them, x has the highest stability.

=====

--- w ---
Density functional theory data (ωB97M-V with the def2-TZVPD basis set) for a cluster of 2 separate species, H3NO2S in total.

Its frontier orbital gap (alpha / beta) is 7.79 / 7.76 eV. The spin multiplicity is 1.

The geometry in XYZ format:
```
7
H3NO2S (ωB97M-V with the def2-TZVPD basis set)
O -0.8432 1.2614 -2.3624
S 0.2599 1.9404 -3.0168
N -0.3797 -0.7305 -0.1722
O 0.6391 0.2076 0.2558
H -0.6920 -1.0207 0.8495
H -1.1635 -0.2176 -0.6065
H 1.4837 -0.0631 -0.0547
```

=====

--- x ---
Density functional theory data (ωB97M-V with the def2-TZVPD basis set) for an isolated molecule of H3NO2S.

Its frontier orbital gap is 9.51 eV. The spin multiplicity is 1.

The geometry in XYZ format:
```
7
H3NO2S (ωB97M-V with the def2-TZVPD basis set)
N -0.8637 0.2063 0.9235
O -1.1119 -0.0529 -0.4336
S -0.1552 -1.1101 -1.3082
O 1.2046 -0.2230 -1.5666
H 0.1383 0.4887 0.9264
H -1.0531 -0.7836 1.2740
H 0.9855 0.6784 -2.0576
```

=====

--- y ---
Density functional theory data (ωB97M-V with the def2-TZVPD basis set) for a cluster of 2 separate species, H3NO2S in total.

Its frontier orbital gap (alpha / beta) is 9.00 / 9.59 eV. The spin multiplicity is 1.

The geometry in XYZ format:
```
7
H3NO2S (ωB97M-V with the def2-TZVPD basis set)
N 0.6271 -0.0582 1.2751
O 2.4603 1.2475 -0.0929
O 2.3891 -1.2013 -0.2493
S 1.6741 0.0502 -0.1808
H 0.5265 -1.0477 1.3620
H -0.2902 0.5179 1.3656
H 0.1840 0.9500 -2.6056
```

=====

Of them, x has the highest stability.